The following is a DFT calculation (ωB97M-V/def2-TZVPD) of 14 unconnected molecules or ions with the total composition C75H142N10O21 at a distorted geometry.

## Properties
* net charge: +4
* strongest force on any atom: 0.1307 Eh/bohr
* spin multiplicity: 1
* LUMO energy: -8.11 eV
* highest occupied orbital energy: -8.88 eV

Cartesian coordinates (Å):
1 C -5.965 -7.197 9.280
2 C -7.272 -6.561 9.839
3 C -8.567 -7.264 9.445
4 C -9.757 -6.352 9.931
5 N -11.167 -7.099 9.847
6 C -11.624 -7.178 8.412
7 C -12.206 -5.800 8.002
8 C -12.839 -5.340 9.287
9 C -12.297 -6.260 10.449
10 C -11.183 -8.549 10.430
11 C -10.559 -8.630 11.873
12 C -10.861 -9.940 12.535
13 H -5.957 -8.167 9.777
14 H -5.065 -6.701 9.643
15 H -6.009 -7.367 8.204
16 H -7.314 -5.514 9.538
17 H -7.264 -6.525 10.928
18 H -8.697 -8.307 9.736
19 H -8.397 -7.296 8.368
20 H -9.923 -5.512 9.257
21 H -9.629 -6.113 10.987
22 H -12.441 -7.897 8.469
23 H -10.798 -7.476 7.765
24 H -12.955 -5.944 7.223
25 H -11.412 -5.106 7.725
26 H -13.914 -5.504 9.361
27 H -12.714 -4.284 9.526
28 H -13.099 -6.923 10.773
29 H -11.824 -5.651 11.220
30 H -10.667 -9.195 9.719
31 H -12.227 -8.848 10.522
32 H -11.036 -7.890 12.516
33 H -9.502 -8.368 11.894
34 H -10.395 -9.901 13.519
35 H -10.361 -10.823 12.136
36 H -11.891 -10.277 12.648
37 C -19.871 5.143 -3.757
38 C -18.793 5.458 -4.793
39 C -19.343 6.332 -5.976
40 C -19.462 7.805 -5.640
41 N -19.922 8.710 -6.798
42 C -18.848 9.022 -7.838
43 C -17.863 9.987 -7.142
44 C -18.683 10.855 -6.194
45 C -20.104 10.140 -6.160
46 C -21.239 8.291 -7.485
47 C -22.480 8.334 -6.625
48 C -23.839 8.440 -7.440
49 H -20.802 4.825 -4.227
50 H -20.179 6.077 -3.287
51 H -19.568 4.371 -3.049
52 H -18.361 4.554 -5.223
53 H -17.966 5.915 -4.250
54 H -20.321 5.929 -6.237
55 H -18.716 6.148 -6.848
56 H -18.496 8.218 -5.352
57 H -20.255 7.864 -4.894
58 H -19.334 9.554 -8.656
59 H -18.302 8.148 -8.192
60 H -17.366 10.687 -7.813
61 H -17.066 9.393 -6.696
62 H -18.971 11.775 -6.703
63 H -18.398 11.081 -5.166
64 H -20.807 10.510 -6.906
65 H -20.581 10.171 -5.181
66 H -21.241 7.291 -7.918
67 H -21.238 8.975 -8.334
68 H -22.563 9.225 -6.003
69 H -22.378 7.548 -5.877
70 H -23.766 7.784 -8.307
71 H -24.021 9.447 -7.816
72 H -24.753 8.189 -6.901
73 C -8.223 -2.155 1.714
74 C -9.387 -3.163 2.047
75 C -10.609 -3.071 1.157
76 C -11.287 -1.628 1.278
77 N -12.337 -1.399 0.101
78 C -11.627 -1.585 -1.243
79 C -12.132 -0.398 -2.038
80 C -12.191 0.741 -1.072
81 C -12.907 0.068 0.181
82 C -13.537 -2.408 0.228
83 C -14.644 -2.325 -0.784
84 C -15.812 -3.340 -0.469
85 H -7.786 -2.168 0.716
86 H -7.460 -2.287 2.482
87 H -8.556 -1.124 1.834
88 H -9.792 -3.080 3.056
89 H -8.912 -4.144 2.035
90 H -11.394 -3.758 1.473
91 H -10.303 -3.083 0.111
92 H -10.612 -0.803 1.051
93 H -11.772 -1.383 2.223
94 H -11.740 -2.493 -1.834
95 H -10.556 -1.414 -1.132
96 H -13.119 -0.646 -2.429
97 H -11.527 -0.110 -2.897
98 H -12.763 1.613 -1.387
99 H -11.175 1.055 -0.831
100 H -13.984 -0.090 0.240
101 H -12.600 0.494 1.136
102 H -13.977 -2.163 1.195
103 H -13.202 -3.439 0.346
104 H -14.294 -2.582 -1.784
105 H -15.135 -1.360 -0.914
106 H -15.497 -4.380 -0.394
107 H -16.537 -3.468 -1.274
108 H -16.336 -3.106 0.458
109 C -10.400 6.432 3.641
110 C -10.828 7.057 2.297
111 C -12.146 7.811 2.251
112 O -12.394 8.673 1.153
113 C -12.715 8.051 -0.042
114 N -9.663 7.912 1.813
115 H -8.776 7.431 1.843
116 H -9.742 8.229 0.857
117 H -9.545 8.647 2.496
118 H -10.578 7.110 4.476
119 H -9.418 5.967 3.557
120 H -11.035 5.549 3.716
121 H -10.792 6.242 1.575
122 H -12.117 8.464 3.123
123 H -12.964 7.146 2.528
124 H -12.765 8.847 -0.784
125 H -13.686 7.573 0.084
126 H -11.920 7.369 -0.346
127 C -7.872 -2.214 -9.280
128 C -7.764 -1.206 -8.101
129 C -6.744 -1.610 -7.021
130 O -6.634 -0.664 -5.990
131 C -5.894 -1.301 -4.931
132 N -7.459 0.189 -8.625
133 H -6.468 0.268 -8.807
134 H -7.949 0.273 -9.504
135 H -7.683 0.900 -7.944
136 H -8.872 -2.198 -9.714
137 H -7.681 -3.225 -8.921
138 H -7.121 -2.044 -10.052
139 H -8.708 -1.086 -7.570
140 H -5.743 -1.775 -7.421
141 H -7.149 -2.530 -6.598
142 H -6.263 -2.231 -4.498
143 H -5.929 -0.686 -4.031
144 H -4.868 -1.556 -5.198
145 C -16.491 -3.546 -9.591
146 C -16.081 -3.296 -11.026
147 C -17.076 -3.843 -12.091
148 O -16.950 -5.263 -12.182
149 C -17.706 -5.758 -13.312
150 N -15.845 -1.801 -11.266
151 H -16.688 -1.244 -11.249
152 H -15.446 -1.298 -10.487
153 H -15.315 -1.633 -12.109
154 H -17.350 -2.915 -9.361
155 H -15.833 -3.192 -8.797
156 H -16.680 -4.606 -9.421
157 H -15.098 -3.725 -11.222
158 H -16.890 -3.487 -13.104
159 H -18.093 -3.481 -11.940
160 H -17.679 -6.846 -13.370
161 H -17.269 -5.520 -14.282
162 H -18.768 -5.519 -13.368
163 C 3.168 -2.801 4.961
164 N 4.414 -2.075 5.098
165 C 4.369 -0.767 5.353
166 C 5.530 -0.007 5.468
167 C 6.770 -0.642 5.326
168 C 6.796 -2.051 5.186
169 C 5.619 -2.733 5.084
170 C 8.046 0.157 5.593
171 C 8.172 1.447 5.120
172 C 9.377 2.141 5.283
173 N 10.386 1.571 6.009
174 C 10.194 0.398 6.668
175 C 9.001 -0.297 6.480
176 C 11.673 2.272 6.075
177 H 2.714 -2.364 4.072
178 H 2.671 -2.508 5.886
179 H 3.364 -3.860 4.787
180 H 3.373 -0.353 5.407
181 H 5.457 1.043 5.708
182 H 7.741 -2.556 5.318
183 H 5.540 -3.807 5.011
184 H 7.486 1.950 4.455
185 H 9.583 3.098 4.827
186 H 11.028 0.095 7.284
187 H 8.872 -1.234 7.001
188 H 11.480 3.323 6.292
189 H 12.040 2.103 5.063
190 H 12.279 1.808 6.852
191 C -13.843 -17.039 -1.863
192 N -12.648 -16.243 -1.490
193 C -12.804 -15.239 -0.595
194 C -11.733 -14.488 -0.158
195 C -10.454 -14.690 -0.739
196 C -10.345 -15.744 -1.611
197 C -11.447 -16.530 -1.942
198 C -9.267 -13.872 -0.362
199 C -9.369 -12.407 -0.334
200 C -8.203 -11.658 -0.070
201 N -7.021 -12.232 0.161
202 C -6.910 -13.564 0.011
203 C -8.049 -14.407 -0.186
204 C -5.929 -11.414 0.672
205 H -14.580 -16.370 -2.308
206 H -14.286 -17.501 -0.981
207 H -13.603 -17.846 -2.555
208 H -13.818 -15.114 -0.245
209 H -11.997 -13.681 0.510
210 H -9.373 -16.074 -1.946
211 H -11.343 -17.369 -2.613
212 H -10.293 -11.876 -0.510
213 H -8.319 -10.584 -0.072
214 H -5.936 -13.986 0.209
215 H -7.857 -15.468 -0.245
216 H -5.041 -12.030 0.524
217 H -6.036 -11.226 1.740
218 H -5.827 -10.513 0.068
219 O -14.355 3.013 7.246
220 C -15.334 2.816 6.361
221 O -16.065 3.786 6.090
222 O -15.451 1.733 5.835
223 H -14.523 3.941 7.426
224 O -13.597 -6.686 -4.607
225 C -12.342 -6.957 -4.961
226 O -11.978 -6.784 -6.152
227 O -11.564 -7.282 -4.054
228 H -13.359 -7.165 -3.810
229 O -3.374 2.666 7.692
230 C -2.609 1.744 8.325
231 O -2.541 0.591 7.790
232 O -1.935 1.962 9.367
233 H -3.293 2.259 6.826
234 O -14.336 -9.537 3.034
235 C -15.557 -9.970 3.184
236 O -16.464 -9.488 2.480
237 O -15.726 -10.916 3.958
238 H -14.059 -10.178 3.693
239 O -13.071 5.892 -6.717
240 C -12.419 5.036 -7.394
241 O -11.204 5.224 -7.647
242 O -13.030 4.053 -7.828
243 H -12.421 6.583 -6.568
244 O -3.562 2.607 1.412
245 C -4.422 3.642 1.092
246 O -5.625 3.362 0.841
247 O -4.089 4.786 1.320
248 H -2.835 3.006 1.895

Atom charges from the Mulliken analysis, given in e for atoms 1 to 2:
1 C -1.290
2 C -0.641